The following is a DFT calculation (ωB97M-V/def2-TZVPD) of a cluster of 10 separate species, C5H31N2O10 in total.

The geometry in XYZ format:
```
48
Properties=species:S:1:pos:R:3
O 3.718 2.404 -0.624
C 2.922 2.394 0.264
C 1.684 1.485 0.247
C 0.412 2.430 0.207
C -0.911 1.751 -0.084
C -1.346 0.636 0.794
N -1.559 -0.626 0.019
N 1.753 0.406 -0.749
H 2.882 3.061 1.139
H 1.593 1.043 1.241
H 0.532 3.274 -0.487
H 0.441 2.813 1.242
H -1.722 2.489 -0.314
H -1.053 1.417 -1.140
H -2.257 0.857 1.375
H -0.775 0.379 1.762
H -2.353 -0.568 -0.634
H -0.731 -0.770 -0.575
H 1.639 -0.572 -0.394
H 0.969 0.500 -1.424
H 2.677 0.518 -1.190
H 2.649 -2.065 1.365
H 1.087 -2.351 1.177
O 1.834 -1.704 0.974
H -2.293 -2.565 1.763
H -2.808 -3.939 1.106
O -2.390 -3.503 1.859
H 2.461 -0.481 4.240
H 1.637 -0.714 3.062
O 1.787 -0.016 3.735
H 2.136 -2.418 -1.011
H 2.439 -2.669 -2.540
O 1.975 -2.087 -1.911
H -1.571 1.376 3.645
H -0.104 0.898 3.849
O -0.673 1.491 3.334
H -0.961 0.259 -2.818
H 0.183 -0.890 -3.226
O -0.238 -0.327 -2.573
H 0.616 -4.373 0.731
H -0.741 -3.742 1.374
O 0.244 -3.727 1.352
H -1.654 2.881 -4.055
H -1.853 1.648 -3.325
O -1.218 2.012 -3.961
H -3.406 0.315 -3.679
H -4.271 0.706 -2.374
O -3.378 0.665 -2.770
```

Values from the calculation:
**Net charge**: +2
**Energy above the lowest of the compared OMol25 structures with the same formula, charge and spin**: 24.6 kcal/mol
**LUMO level (alpha / beta)**: -5.896 / -11.469 eV
**E**: -29125.206 eV
**HOMO level (alpha / beta)**: -16.41 / -16.41 eV
**Expectation value of S²**: 0.7545
**Spin multiplicity**: 2
**Frontier orbital gap (alpha / beta)**: 10.5 / 4.9 eV



The following is a DFT calculation (ωB97M-V/def2-TZVPD) of a cluster of 4 separate species, C33H67Cl2N2O10P in total.

The geometry in XYZ format:
```
115
Properties=species:S:1:pos:R:3
C 1.584 8.284 4.058
C 0.368 8.699 3.196
C -0.999 8.455 3.868
C -1.138 7.059 4.509
C -1.226 5.968 3.395
C -0.108 4.876 3.489
C -0.679 3.405 3.587
P -1.561 3.345 1.953
O -3.012 3.634 2.063
C -1.529 3.383 4.876
C -2.223 2.074 5.312
Cl -3.065 1.209 3.947
C -3.301 2.249 6.421
C -3.214 3.520 7.255
Cl -3.094 0.862 7.590
N -0.481 3.531 5.904
C 0.655 2.774 5.444
O 1.433 2.359 6.216
C 0.584 2.535 3.886
C 0.506 0.964 3.833
C -0.021 0.330 2.543
C 0.130 -1.227 2.685
C 0.979 -1.802 1.535
O 0.123 -2.129 0.425
C 0.196 -1.173 -0.551
O 1.165 -0.966 -1.152
N 1.755 2.874 3.068
C 2.854 3.238 3.592
C 3.910 2.217 4.016
C 3.279 4.688 3.798
H 1.859 7.255 3.821
H 2.432 8.953 3.931
H 1.268 8.295 5.105
H 0.379 8.183 2.231
H 0.476 9.766 2.984
H -1.164 9.248 4.601
H -1.753 8.502 3.077
H -2.040 7.049 5.128
H -0.293 6.881 5.182
H -2.238 5.562 3.404
H -1.119 6.493 2.443
H 0.529 5.138 4.331
H 0.497 4.992 2.594
H -1.005 4.366 1.141
H -1.397 2.139 1.248
H -2.323 4.124 4.860
H -1.525 1.334 5.685
H -4.287 2.094 5.999
H -4.047 3.508 7.958
H -2.267 3.617 7.776
H -3.387 4.407 6.636
H -0.279 4.486 6.169
H 1.534 0.620 3.943
H -0.038 0.507 4.668
H -1.088 0.492 2.433
H 0.531 0.678 1.666
H -0.864 -1.677 2.640
H 0.527 -1.498 3.666
H 1.511 -2.680 1.905
H 1.718 -1.045 1.263
H -0.740 -0.618 -0.720
H 4.253 1.736 3.092
H 4.793 2.703 4.431
H 3.504 1.465 4.688
H 2.835 5.056 4.727
H 4.362 4.777 3.880
H 2.935 5.253 2.931
C -1.861 -6.322 -1.637
O -2.049 -4.929 -1.451
C -0.904 -4.162 -1.801
C -1.034 -3.561 -3.185
O -1.071 -4.555 -4.198
C -2.386 -4.849 -4.644
H -2.842 -6.795 -1.643
H -1.359 -6.546 -2.581
H -1.277 -6.736 -0.807
H 0.005 -4.765 -1.719
H -0.831 -3.349 -1.079
H -0.151 -2.944 -3.375
H -1.915 -2.914 -3.246
H -2.723 -4.071 -5.339
H -3.095 -4.931 -3.818
H -2.354 -5.803 -5.171
C -0.132 -7.893 -5.675
O -1.394 -7.919 -6.328
C -1.341 -7.381 -7.642
C -1.253 -8.469 -8.695
O -0.040 -9.201 -8.600
C -0.188 -10.433 -7.913
H -0.176 -8.574 -4.826
H 0.678 -8.209 -6.334
H 0.073 -6.883 -5.304
H -0.508 -6.679 -7.738
H -2.270 -6.822 -7.796
H -1.265 -7.998 -9.683
H -2.115 -9.140 -8.633
H -0.635 -11.180 -8.578
H -0.802 -10.331 -7.016
H 0.805 -10.773 -7.620
C 2.667 0.013 -3.716
O 2.305 0.612 -4.955
C 3.193 0.307 -6.022
C 2.682 -0.805 -6.919
O 2.601 -2.050 -6.244
C 1.293 -2.365 -5.801
H 1.810 0.056 -3.055
H 2.966 -1.030 -3.836
H 3.489 0.577 -3.259
H 4.187 0.060 -5.633
H 3.285 1.218 -6.622
H 3.394 -0.939 -7.740
H 1.714 -0.537 -7.355
H 0.693 -2.737 -6.639
H 0.793 -1.505 -5.348
H 1.378 -3.155 -5.057
```

Values from the calculation:
**LUMO level**: -0.189 eV
**E**: -93089.539 eV
**HOMO level**: -8.23 eV
**SMILES string**: CCCCCC[C@]1([PH2]=O)[C@@H]([C@H](Cl)[C@H](C)Cl)NC(=O)[C@]1(CCCCOC=O)N=C(C)C.COCCOC.COCCOC.COCCOC
**Spin multiplicity**: 1
**Frontier orbital gap**: 8.0 eV



The following is a DFT calculation (ωB97M-V/def2-TZVPD) of a cluster of 2 separate species, C3H5F2P in total.

The geometry in XYZ format:
```
11
Properties=species:S:1:pos:R:3
C -1.729 -0.593 0.518
C 0.952 0.185 -0.223
C 0.377 -1.130 0.171
F -2.277 -1.772 0.860
F 0.175 -2.123 -0.799
P -2.494 0.872 0.279
H 0.302 0.712 -0.853
H 1.032 0.748 0.810
H 1.980 0.060 -0.723
H 0.695 -1.714 1.062
H -3.701 0.257 0.487
```

Values from the calculation:
**Energy above the lowest of the compared OMol25 structures with the same formula, charge and spin**: 103.0 kcal/mol
**LUMO level**: 0.578 eV
**E**: -17911.635 eV
**HOMO level**: -9.47 eV
**Spin multiplicity**: 1
**Frontier orbital gap**: 10.1 eV



The following is a DFT calculation (ωB97M-V/def2-TZVPD) of the ion C9H11BrN with charge +1.

The geometry in XYZ format:
```
22
Properties=species:S:1:pos:R:3
Br 1.706 2.657 0.057
C -0.099 1.919 -0.110
C -0.886 2.499 -1.022
C -2.104 2.030 -1.296
C -2.559 0.819 -0.756
C -1.641 0.164 0.060
C -0.393 0.684 0.376
C 0.659 -0.138 1.165
N 0.732 -1.526 0.774
C 1.509 -1.863 -0.471
C 2.001 -2.202 0.886
H -0.517 3.184 -1.700
H -2.627 2.419 -2.110
H -3.535 0.438 -0.945
H -1.802 -0.815 0.497
H 1.631 0.469 1.138
H 0.385 -0.229 2.247
H -0.186 -1.811 0.880
H 1.644 -0.869 -1.004
H 1.298 -2.695 -1.071
H 1.897 -3.259 1.148
H 2.888 -1.874 1.259
```

Values from the calculation:
**Net charge**: +1
**Energy above the lowest of the compared OMol25 structures with the same formula, charge and spin**: 37.6 kcal/mol
**LUMO level**: -2.908 eV
**E**: -81034.749 eV
**HOMO level**: -12.78 eV
**SMILES string**: Brc1ccccc1C[NH+]1CC1
**Spin multiplicity**: 1
**Frontier orbital gap**: 9.9 eV



The following is a DFT calculation (ωB97M-V/def2-TZVPD) of a structure of composition C25H35N4ORuSb.

The geometry in XYZ format:
```
67
Properties=species:S:1:pos:R:3
Ru -0.123 0.258 -0.257
C 3.155 0.428 0.535
C 3.018 1.477 1.636
C 1.868 2.437 1.515
C 2.006 3.760 1.950
C 0.911 4.601 1.945
C -0.318 4.117 1.512
C -0.371 2.810 1.072
N 0.694 2.006 1.064
N 2.107 -0.609 0.442
C 2.473 -1.501 -0.670
C 1.362 -2.433 -1.082
C 1.640 -3.630 -1.735
C 0.594 -4.488 -2.031
C -0.697 -4.136 -1.658
C -0.894 -2.910 -1.046
N 0.112 -2.079 -0.787
C 1.928 -1.391 1.689
C 0.602 -1.245 2.405
C 0.479 -1.661 3.730
C -0.764 -1.634 4.338
C -1.866 -1.187 3.619
C -1.666 -0.773 2.316
N -0.466 -0.812 1.740
H 4.127 -0.070 0.682
H 3.189 0.955 -0.428
H 3.947 2.052 1.636
H 2.954 1.009 2.624
H 2.964 4.116 2.291
H 1.002 5.622 2.285
H -1.198 4.737 1.515
H -1.319 2.361 0.751
H 3.349 -2.107 -0.399
H 2.780 -0.896 -1.533
H 2.657 -3.876 -2.001
H 0.788 -5.426 -2.531
H -1.529 -4.793 -1.850
H -1.883 -2.583 -0.747
H 2.728 -1.154 2.396
H 2.021 -2.462 1.461
H 1.343 -2.020 4.267
H -0.880 -1.965 5.359
H -2.850 -1.172 4.059
H -2.493 -0.417 1.696
C -4.173 3.379 -2.517
Sb -3.620 1.783 -1.137
C -4.973 0.175 -1.772
C -1.624 2.034 -4.058
H -4.468 2.920 -3.457
H -3.355 4.081 -2.651
H -5.019 3.893 -2.077
H -5.322 0.428 -2.771
H -5.810 0.167 -1.082
H -4.470 -0.787 -1.762
H -1.061 1.956 -4.983
H -2.672 1.888 -4.303
H -1.465 3.027 -3.646
C 0.368 1.149 -2.869
C -1.142 0.955 -3.101
C -1.418 -0.432 -3.689
O -1.770 1.012 -1.810
H 0.878 1.236 -3.826
H 0.806 0.269 -2.345
H 0.555 2.077 -2.306
H -0.780 -0.600 -4.551
H -2.455 -0.511 -4.001
H -1.221 -1.208 -2.948
```

Values from the calculation:
**Net charge**: +3
**Energy above the lowest of the compared OMol25 structures with the same formula, charge and spin**: 55.4 kcal/mol
**LUMO level (alpha / beta)**: -11.603 / -11.336 eV
**E**: -43592.756 eV
**HOMO level (alpha / beta)**: -16.75 / -16.74 eV
**Expectation value of S²**: 0.7689
**Spin multiplicity**: 2
**Frontier orbital gap (alpha / beta)**: 5.1 / 5.4 eV



The following is a DFT calculation (ωB97M-V/def2-TZVPD) of the ion C20H38ClNO2PS with charge +1.

The geometry in XYZ format:
```
64
Properties=species:S:1:pos:R:3
O -7.540 6.070 -1.673
S -6.146 6.474 -2.221
O -6.183 7.225 -3.582
Cl -5.053 7.637 -0.818
C -5.156 4.865 -2.456
C -6.027 3.657 -3.144
C -4.969 2.667 -3.978
C -3.672 2.217 -3.063
P -3.224 0.335 -3.263
C -1.759 0.042 -2.022
C -1.801 -1.427 -1.296
C -0.835 -2.567 -1.970
C 0.682 -2.067 -2.339
C 1.621 -1.731 -1.016
C 2.633 -2.988 -0.622
C 4.150 -2.519 -0.213
C 4.377 -2.475 1.438
C 4.729 -0.932 1.957
C 5.028 -1.026 3.574
C 4.670 0.339 4.411
C 3.202 0.283 5.189
N 2.277 -0.714 4.490
C 1.565 -0.591 3.159
C 0.737 -1.983 2.862
C 0.963 -2.997 4.130
C 1.940 -2.075 5.097
H -4.176 5.050 -3.091
H -4.833 4.547 -1.354
H -6.563 2.996 -2.309
H -6.914 4.042 -3.841
H -4.653 3.313 -4.930
H -5.568 1.743 -4.429
H -3.806 2.451 -1.924
H -2.767 2.897 -3.435
H -4.412 -0.387 -2.886
H -2.829 0.165 -4.646
H -0.739 0.327 -2.517
H -1.938 0.845 -1.157
H -2.921 -1.823 -1.412
H -1.647 -1.283 -0.130
H -1.286 -3.104 -2.915
H -0.710 -3.423 -1.148
H 1.221 -2.982 -2.883
H 0.701 -1.188 -3.148
H 0.983 -1.355 -0.100
H 2.319 -0.827 -1.330
H 2.743 -3.756 -1.520
H 2.127 -3.592 0.260
H 4.515 -1.524 -0.733
H 4.890 -3.368 -0.607
H 3.422 -2.894 1.997
H 5.281 -3.155 1.742
H 5.698 -0.607 1.339
H 3.890 -0.169 1.662
H 4.526 -2.009 4.009
H 6.202 -1.216 3.675
H 5.541 0.507 5.203
H 4.739 1.252 3.669
H 2.764 1.394 5.177
H 3.444 -0.027 6.313
H 1.633 0.351 2.443
H 0.098 -2.256 1.909
H 0.562 -4.084 4.307
H 2.254 -2.567 6.111
```

Values from the calculation:
**Net charge**: +1
**LUMO level**: -3.578 eV
**E**: -59566.425 eV
**HOMO level**: -9.55 eV
**Spin multiplicity**: 1
**Frontier orbital gap**: 6.0 eV



Short version: max |F| = 0.0898; 0.0646; 0.0835; 0.0711; 0.0942; 0.1371 hartree/bohr, in the order given.